Entry 1:
15
Properties=species:S:1:pos:R:3:nbo_charge:R:1 method="wB97M-V/def2-TZVPD" e_above_lowest_ev=1.505 orbital_gap_ev=9.1 e_tot_ev=-24942.1920
C 0.44 -0.43 -2.42 -0.774
S 1.94 -0.14 -1.54 -0.027
H -0.17 0.45 -2.50 0.214
H -0.08 -1.36 -2.15 0.238
H 0.77 -0.72 -3.43 0.223
H 2.48 0.46 -2.69 0.126
C 0.14 -0.59 2.57 -0.747
S -1.25 -0.74 1.40 0.174
C -1.29 0.86 0.71 -0.794
H 0.97 -1.28 2.29 0.233
H 0.45 0.57 2.56 0.222
H -0.44 -0.74 3.49 0.232
H -2.34 1.34 0.69 0.230
H -0.89 0.69 -0.32 0.222
H -0.73 1.64 1.33 0.228


Entry 2:
97
Properties=species:S:1:pos:R:3:mulliken_charge:R:1 method="wB97M-V/def2-TZVPD" e_above_lowest_ev=0.777 orbital_gap_ev=7.8 e_tot_ev=-82585.7339
Cs -0.51 -0.95 0.28 2.076
C -2.23 2.33 4.05 -0.534
N -2.40 0.90 3.90 -0.296
C -3.78 0.55 3.66 -0.508
C -3.97 -0.85 3.21 0.181
N -3.40 -1.39 2.17 0.196
C -3.93 -2.65 2.05 0.769
C -3.70 -3.64 1.11 -0.756
C -4.45 -4.79 1.20 -0.800
C -5.40 -4.98 2.20 -0.468
C -5.63 -4.02 3.17 -1.080
C -4.88 -2.86 3.08 0.055
N -4.87 -1.69 3.81 -0.001
C -0.81 2.73 3.92 0.362
N 0.00 2.30 3.00 -0.291
C 1.19 2.96 3.19 0.354
C 2.40 2.87 2.51 0.381
C 3.43 3.68 2.93 -1.064
C 3.27 4.60 3.97 -0.466
C 2.07 4.70 4.66 -1.191
C 1.05 3.86 4.27 0.028
N -0.24 3.69 4.72 -0.040
H -2.62 2.61 5.04 0.244
H -2.82 2.89 3.29 0.291
H -1.81 0.57 3.13 0.182
H -4.24 1.21 2.89 0.220
H -4.34 0.71 4.60 0.286
H -2.95 -3.51 0.34 0.620
H -4.31 -5.57 0.47 0.452
H -5.97 -5.89 2.22 0.385
H -6.35 -4.17 3.96 0.408
H -5.39 -1.52 4.65 0.233
H 2.52 2.17 1.70 0.429
H 4.39 3.61 2.44 0.472
H 4.10 5.24 4.24 0.381
H 1.94 5.42 5.47 0.397
H -0.65 4.13 5.52 0.215
C 1.32 -4.50 -1.82 -0.503
O 0.00 -4.18 -2.16 -0.422
C -0.07 -2.95 -2.84 1.155
C -1.52 -2.59 -3.09 -1.143
O -2.13 -2.19 -1.88 0.262
C -3.45 -1.72 -2.05 -0.550
C -3.49 -0.23 -2.42 -0.508
O -3.21 0.62 -1.33 -0.177
C -4.33 0.85 -0.51 -0.589
H 1.93 -4.60 -2.73 0.272
H 1.29 -5.45 -1.28 0.265
H 1.75 -3.74 -1.16 0.093
H 0.45 -3.02 -3.81 0.461
H 0.40 -2.16 -2.25 -1.261
H -2.04 -3.48 -3.49 0.292
H -1.57 -1.79 -3.84 0.450
H -3.95 -1.86 -1.09 0.178
H -3.97 -2.31 -2.81 0.335
H -4.47 0.02 -2.86 0.345
H -2.72 -0.02 -3.16 0.270
H -5.14 1.33 -1.07 0.379
H -3.99 1.51 0.29 0.046
H -4.71 -0.08 -0.06 0.261
O 2.60 -1.07 2.69 -0.884
S 2.32 -0.94 1.28 1.793
O 1.55 0.27 0.93 -1.035
O 1.66 -2.10 0.68 -0.795
C 3.83 -0.73 0.35 -0.205
C 5.06 -1.07 0.86 -0.478
C 6.18 -1.01 0.05 -0.781
C 6.04 -0.61 -1.27 -0.890
C 4.79 -0.25 -1.77 -0.065
C 3.66 -0.30 -0.96 0.304
P 1.95 0.17 -1.46 0.060
C 2.14 1.99 -1.36 0.525
C 3.13 2.67 -2.06 0.017
C 3.19 4.05 -2.03 -0.789
C 2.27 4.78 -1.29 -0.713
C 1.28 4.11 -0.59 -0.224
C 1.21 2.72 -0.63 -0.316
C 2.08 0.07 -3.31 0.184
C 1.27 0.91 -4.06 -1.132
C 1.15 0.75 -5.43 -0.713
C 1.83 -0.27 -6.07 -0.612
C 2.61 -1.14 -5.33 -0.826
C 2.71 -0.99 -3.95 -0.313
H 5.11 -1.37 1.90 0.596
H 7.15 -1.29 0.42 0.407
H 6.89 -0.58 -1.93 0.429
H 4.73 0.06 -2.81 0.440
H 3.85 2.12 -2.65 0.205
H 3.96 4.57 -2.59 0.440
H 2.33 5.85 -1.26 0.380
H 0.54 4.66 -0.02 0.423
H 0.45 2.20 -0.06 0.226
H 0.73 1.71 -3.56 0.430
H 0.52 1.42 -6.00 0.440
H 1.75 -0.40 -7.14 0.407
H 3.15 -1.94 -5.82 0.416
H 3.28 -1.70 -3.37 0.611


Entry 3:
151
Properties=species:S:1:pos:R:3:mulliken_charge:R:1 method="wB97M-V/def2-TZVPD" orbital_gap_ev=8.0 e_tot_ev=-108520.5455
C 1.14 -3.39 2.19 -1.522
C 0.10 -2.72 1.82 -1.133
C -1.30 -3.21 1.43 2.682
C -1.89 -3.53 2.83 -0.593
C -1.36 -4.83 3.45 -1.069
F -0.99 -4.65 4.76 -0.439
C -1.45 -4.33 0.31 0.954
C -0.16 -4.97 -0.27 -1.311
C 0.59 -4.20 -1.38 -0.676
C 1.87 -3.51 -0.96 -0.427
F 2.66 -4.42 -0.27 -0.397
C -2.35 -5.55 0.70 -0.247
F -2.54 -6.33 -0.43 -0.473
C -3.77 -5.17 1.19 0.434
C -4.89 -5.65 0.27 -1.671
N -2.30 -3.77 -0.75 0.278
C -2.88 -2.56 -0.42 -0.972
O -3.88 -2.09 -0.81 -0.545
C -1.90 -1.99 0.66 0.633
S -0.79 -1.07 -0.50 -0.352
P -2.86 -0.56 1.46 0.133
C -4.11 -1.22 2.67 -1.185
C -1.62 0.46 2.44 -0.254
C -1.34 0.03 3.91 -1.258
H 2.06 -2.88 2.43 0.353
H 1.19 -4.46 2.26 0.207
H 0.19 -1.65 1.93 -0.042
H -2.97 -3.57 2.87 0.417
H -1.57 -2.72 3.48 0.324
H -0.58 -5.31 2.87 0.312
H -2.18 -5.54 3.48 0.372
H 0.51 -5.26 0.52 0.258
H -0.42 -5.92 -0.73 0.825
H -0.02 -3.50 -1.94 0.458
H 0.91 -4.94 -2.12 0.194
H 2.42 -3.25 -1.86 0.497
H 1.72 -2.58 -0.41 0.119
H -1.83 -6.20 1.41 0.594
H -3.92 -4.11 1.39 -0.629
H -3.93 -5.69 2.14 0.341
H -5.84 -5.32 0.69 0.485
H -4.81 -5.25 -0.73 0.271
H -4.95 -6.73 0.27 0.387
H -2.07 -3.99 -1.71 0.437
H 0.20 -0.57 0.25 0.203
H -4.72 -0.41 3.03 0.538
H -4.71 -1.96 2.17 0.338
H -3.67 -1.70 3.55 0.355
H -0.69 0.55 1.91 0.116
H -2.05 1.46 2.43 0.641
H -2.00 -0.74 4.31 0.314
H -0.29 -0.22 4.01 0.327
H -1.47 0.90 4.55 0.312
O -6.66 -0.59 1.91 -0.533
C -7.28 0.42 1.70 0.774
O -7.71 1.16 2.74 -0.366
C -8.30 2.45 2.61 -0.422
C -9.79 2.36 2.32 -0.989
C -7.66 0.83 0.29 -1.036
H -7.77 3.04 1.86 0.360
H -8.15 2.94 3.57 0.321
H -9.98 1.86 1.37 0.275
H -10.23 3.36 2.28 0.358
H -10.29 1.79 3.10 0.306
H -8.56 0.28 0.00 0.281
H -6.84 0.55 -0.37 0.277
H -7.83 1.89 0.17 0.367
O 1.50 0.16 -1.88 -0.528
C 1.43 1.36 -1.85 0.768
O 2.52 2.07 -2.18 -0.366
C 2.52 3.50 -2.35 -0.586
C 2.70 4.22 -1.03 -0.729
C 0.19 2.09 -1.37 -0.969
H 1.62 3.82 -2.89 0.377
H 3.36 3.71 -3.00 0.325
H 1.88 4.01 -0.35 0.222
H 2.75 5.30 -1.19 0.365
H 3.61 3.89 -0.54 0.238
H 0.21 2.13 -0.28 0.212
H -0.68 1.53 -1.69 0.379
H 0.09 3.10 -1.77 0.402
O 3.32 5.64 2.73 -0.631
C 4.49 5.83 2.54 0.838
O 5.02 5.43 1.36 -0.287
C 6.36 5.74 0.94 0.171
C 7.36 4.75 1.49 -1.164
C 5.38 6.41 3.61 -0.945
H 6.61 6.77 1.18 -0.046
H 6.34 5.67 -0.15 0.362
H 7.39 4.78 2.58 0.281
H 8.36 4.97 1.11 0.398
H 7.09 3.74 1.21 0.313
H 5.69 5.62 4.29 0.349
H 4.81 7.15 4.16 0.192
H 6.26 6.92 3.22 0.270
O 0.50 -9.22 -7.77 -0.550
C 0.54 -8.60 -6.74 0.662
O 1.71 -8.47 -6.10 -0.342
C 1.91 -7.62 -4.96 -0.482
C 1.51 -8.31 -3.67 -0.888
C -0.72 -8.05 -6.10 -0.881
H 1.40 -6.67 -5.10 0.371
H 2.97 -7.40 -4.94 0.314
H 0.45 -8.56 -3.66 0.239
H 1.72 -7.67 -2.81 0.313
H 2.06 -9.24 -3.55 0.348
H -1.21 -8.84 -5.54 0.249
H -1.38 -7.71 -6.90 0.284
H -0.55 -7.19 -5.45 0.307
O -2.51 -9.38 -14.34 -0.562
C -2.37 -9.38 -13.14 0.701
O -1.15 -9.14 -12.62 -0.369
C -0.91 -8.95 -11.22 -0.411
C -0.73 -10.27 -10.50 -0.609
C -3.51 -9.73 -12.22 -0.872
H -1.68 -8.33 -10.78 0.349
H 0.02 -8.38 -11.17 0.305
H -1.64 -10.88 -10.55 0.246
H -0.49 -10.09 -9.45 0.137
H 0.07 -10.85 -10.95 0.302
H -3.59 -10.81 -12.15 0.233
H -4.43 -9.33 -12.64 0.301
H -3.42 -9.31 -11.22 0.310
O 5.91 8.92 6.97 -0.551
C 4.83 8.94 7.51 0.808
O 3.87 8.09 7.10 -0.382
C 2.63 7.91 7.78 -0.405
C 1.60 8.95 7.36 -0.968
C 4.51 9.96 8.58 -1.014
H 2.77 7.88 8.86 0.352
H 2.28 6.92 7.49 0.354
H 1.93 9.96 7.62 0.263
H 0.65 8.76 7.85 0.371
H 1.46 8.92 6.28 0.274
H 4.22 10.90 8.10 0.250
H 5.41 10.13 9.17 0.314
H 3.73 9.65 9.27 0.338
O 6.26 8.81 1.95 -0.600
C 5.47 9.71 1.82 0.749
O 5.29 10.56 2.83 -0.335
C 4.51 11.76 2.73 -0.485
C 3.04 11.48 2.97 -0.864
C 4.62 9.83 0.57 -1.127
H 4.69 12.26 1.79 0.372
H 4.89 12.42 3.51 0.346
H 2.63 10.81 2.22 0.274
H 2.47 12.41 2.95 0.374
H 2.90 11.01 3.94 0.193
H 3.76 9.16 0.67 0.249
H 5.22 9.52 -0.28 0.363
H 4.28 10.84 0.37 0.385